{
  "formula": "C5H6N2O2",
  "method": "ωB97M-V with the def2-TZVPD basis set",
  "elements": ["C", "C", "C", "C", "C", "H", "H", "H", "H", "H", "H", "N", "N", "O", "O"],
  "positions_angstrom": [[1.913, -0.997, 1.967], [1.305, -0.497, 0.589], [-0.654, 0.584, -0.366], [-1.945, 1.382, -1.703], [-1.627, 0.199, -2.166], [3.027, -0.703, 2.073], [1.838, -1.932, 1.756], [1.081, -0.767, 2.964], [-0.357, 0.168, 1.560], [-2.484, 2.337, -2.051], [-1.966, -0.500, -3.136], [0.131, 0.236, 0.743], [-1.259, 1.602, -0.530], [1.853, -0.717, -0.394], [-0.855, -0.394, -1.306]],
  "homo_ev": -9.4,
  "charge": 0
}

{
  "formula": "C25H56BNO9S6",
  "method": "ωB97M-V with the def2-TZVPD basis set",
  "elements": ["C", "C", "C", "C", "C", "C", "C", "C", "O", "C", "C", "B", "O", "N", "C", "C", "C", "O", "H", "H", "H", "H", "H", "H", "H", "H", "H", "H", "H", "H", "H", "H", "H", "H", "H", "H", "H", "H", "C", "S", "O", "C", "H", "H", "H", "H", "H", "H", "C", "S", "O", "C", "H", "H", "H", "H", "H", "H", "C", "S", "O", "C", "H", "H", "H", "H", "H", "H", "C", "S", "O", "C", "H", "H", "H", "H", "H", "H", "C", "S", "O", "C", "H", "H", "H", "H", "H", "H", "C", "S", "O", "C", "H", "H", "H", "H", "H", "H"],
  "positions_angstrom": [[-2.634, -3.997, -2.267], [-2.319, -5.229, -1.286], [-1.144, -4.746, -0.267], [0.235, -5.051, -1.017], [1.536, -4.478, -0.286], [1.381, -3.016, 0.310], [1.800, -2.810, 1.645], [1.749, -1.402, 2.351], [2.144, -1.284, 3.532], [1.247, -0.142, 1.549], [0.814, -0.308, 0.198], [0.362, 1.055, -0.565], [1.274, 2.194, -0.403], [-0.849, 1.221, -1.420], [-0.532, 2.146, -2.565], [-1.829, 1.967, -0.532], [0.820, -1.758, -0.473], [0.368, -1.827, -1.645], [-1.777, -3.240, -2.149], [-2.699, -4.290, -3.371], [-3.612, -3.514, -1.943], [-3.226, -5.646, -0.727], [-1.841, -6.052, -1.938], [-1.294, -5.336, 0.692], [-1.321, -3.646, -0.036], [0.147, -4.681, -2.099], [0.355, -6.196, -1.038], [1.755, -5.179, 0.596], [2.452, -4.565, -0.976], [2.225, -3.682, 2.239], [1.223, 0.895, 2.025], [1.878, 2.102, -1.194], [0.239, 1.706, -3.281], [-0.228, 3.192, -2.236], [-1.496, 2.272, -3.175], [-2.813, 2.014, -1.097], [-1.898, 1.327, 0.426], [-1.436, 2.985, -0.202], [5.514, -0.361, -1.470], [4.394, 0.291, -2.724], [3.152, 0.740, -2.022], [4.031, -1.298, -3.498], [5.840, 0.464, -0.837], [4.998, -1.105, -0.860], [6.383, -0.809, -1.954], [3.607, -1.983, -2.762], [4.947, -1.716, -3.918], [3.308, -1.135, -4.298], [0.767, 6.393, -3.863], [-0.637, 6.698, -2.771], [-1.467, 5.457, -2.754], [-1.461, 7.886, -3.851], [1.407, 5.642, -3.401], [0.415, 6.026, -4.829], [1.333, 7.317, -3.996], [-1.675, 7.425, -4.817], [-0.823, 8.762, -3.984], [-2.397, 8.189, -3.380], [-6.616, 4.019, 2.008], [-5.931, 4.083, 0.338], [-5.405, 2.723, 0.017], [-4.518, 5.125, 0.756], [-7.499, 3.380, 1.993], [-5.878, 3.603, 2.697], [-6.902, 5.024, 2.324], [-3.911, 4.640, 1.523], [-4.872, 6.094, 1.113], [-3.917, 5.269, -0.143], [-0.735, 1.453, 5.419], [-1.854, 2.103, 4.160], [-3.092, 2.569, 4.857], [-2.227, 0.509, 3.401], [-0.402, 2.281, 6.044], [-1.255, 0.719, 6.036], [0.130, 0.994, 4.936], [-2.655, -0.167, 4.144], [-1.314, 0.080, 2.984], [-2.950, 0.670, 2.599], [7.097, 2.664, 1.891], [7.313, 2.930, 0.119], [7.969, 1.708, -0.440], [8.581, 4.204, 0.273], [6.364, 1.870, 2.035], [8.046, 2.369, 2.342], [6.730, 3.582, 2.355], [9.438, 3.812, 0.824], [8.166, 5.071, 0.789], [8.899, 4.497, -0.728], [-3.202, -9.195, 1.012], [-4.051, -7.604, 1.090], [-3.018, -6.558, 1.351], [-4.902, -7.925, 2.649], [-2.571, -9.207, 0.123], [-2.581, -9.330, 1.899], [-3.938, -9.998, 0.944], [-4.174, -8.139, 3.434], [-5.582, -8.769, 2.526], [-5.474, -7.036, 2.918]],
  "homo_ev": -8.2,
  "charge": 0
}

{
  "formula": "C6H18N2O",
  "method": "ωB97M-V with the def2-TZVPD basis set",
  "elements": ["C", "N", "C", "C", "C", "C", "N", "C", "H", "H", "H", "H", "H", "H", "H", "H", "H", "H", "H", "H", "H", "H", "H", "H", "H", "H", "O"],
  "positions_angstrom": [[1.934, 0.020, 0.162], [0.747, -0.715, 0.550], [-2.071, -2.188, -0.010], [-1.624, -0.982, 0.824], [-0.537, -0.129, 0.171], [-0.675, 1.379, 0.589], [-0.405, 2.274, -0.532], [0.443, 3.437, -0.246], [1.909, 0.271, -0.892], [2.123, 0.897, 0.795], [2.809, -0.608, 0.333], [0.743, -1.040, 1.502], [-3.106, -2.445, 0.225], [-2.070, -1.905, -1.065], [-1.446, -3.059, 0.142], [-2.476, -0.457, 1.266], [-1.232, -1.398, 1.770], [-0.633, -0.214, -0.910], [0.045, 1.620, 1.369], [-1.680, 1.472, 0.994], [-1.230, 2.517, -1.056], [-0.070, 4.154, 0.415], [0.565, 3.979, -1.181], [1.388, 3.087, 0.168], [0.958, -2.255, -1.091], [2.079, -3.221, -0.667], [1.671, -2.814, -1.436]],
  "smiles": "CC[C@@H](CNC)NC.O",
  "homo_ev": -8.3,
  "charge": 0
}

{
  "formula": "C6H14NS",
  "method": "ωB97M-V with the def2-TZVPD basis set",
  "elements": ["C", "C", "C", "C", "C", "C", "N", "S", "H", "H", "H", "H", "H", "H", "H", "H", "H", "H", "H", "H", "H", "H"],
  "positions_angstrom": [[1.214, 1.595, -0.607], [0.251, 1.767, 0.583], [-1.360, -0.399, 0.084], [-1.045, -1.188, 1.262], [-2.285, -1.005, -0.897], [2.099, -0.553, -0.054], [1.240, 0.205, -0.873], [-1.374, 1.276, -0.056], [0.644, 2.282, -1.441], [2.227, 2.067, -0.437], [0.574, 0.986, 1.248], [0.166, 2.789, 1.126], [-0.315, -1.952, 1.016], [-1.881, -1.650, 1.584], [-0.607, -0.491, 2.160], [-2.070, -2.026, -1.157], [-2.375, -0.407, -1.822], [-3.257, -1.038, -0.430], [1.518, -1.110, 0.678], [2.697, -1.351, -0.614], [2.769, 0.219, 0.553], [1.171, -0.017, -1.906]],
  "homo_ev": [-13.1, -13.1],
  "charge": 1
}

{
  "formula": "C8H8N4O3",
  "method": "ωB97M-V with the def2-TZVPD basis set",
  "elements": ["C", "C", "C", "C", "C", "C", "C", "C", "N", "N", "N", "N", "O", "O", "O", "H", "H", "H", "H", "H", "H", "H", "H"],
  "positions_angstrom": [[-1.150, -1.092, -2.441], [0.486, -2.338, -2.951], [-0.228, -1.054, -1.416], [0.811, 2.048, 1.130], [1.335, 0.890, 1.487], [-0.168, 2.014, 0.066], [1.203, -0.384, 0.528], [-0.251, -0.269, -0.107], [0.781, -1.906, -1.785], [-0.675, 1.010, -0.497], [-1.277, -0.802, 0.939], [2.312, -0.386, -0.405], [3.161, -1.199, -0.173], [2.230, 0.402, -1.314], [-0.662, -1.876, -3.408], [-2.196, -0.786, -2.477], [1.185, -2.797, -3.657], [0.777, 3.046, 1.601], [1.784, 0.537, 2.389], [-0.724, 2.938, -0.113], [1.220, -1.208, 1.261], [-2.074, -0.746, 0.371], [-0.899, -1.691, 1.289]],
  "smiles": "N[C@@]1(c2cocn2)N=CC=C[C@@H]1[N+](=O)[O-]",
  "homo_ev": -9.2,
  "charge": 0
}

{
  "formula": "C23H27N3O5S",
  "method": "ωB97M-V with the def2-TZVPD basis set",
  "elements": ["C", "H", "H", "H", "C", "H", "O", "C", "C", "C", "C", "C", "C", "H", "H", "N", "C", "O", "C", "N", "S", "O", "O", "C", "C", "O", "N", "C", "C", "H", "H", "H", "C", "H", "H", "H", "C", "C", "C", "C", "C", "C", "H", "C", "H", "H", "H", "H", "C", "H", "H", "H", "H", "H", "H", "H", "H", "H", "H"],
  "positions_angstrom": [[-8.670, -0.944, 0.395], [-8.703, -0.575, 1.416], [-9.503, -0.526, -0.164], [-8.761, -2.027, 0.415], [-7.356, -0.545, -0.258], [-7.315, -0.923, -1.290], [-6.309, -1.109, 0.507], [-5.023, -0.884, 0.130], [-4.628, -0.137, -0.974], [-3.284, 0.027, -1.265], [-2.314, -0.547, -0.456], [-2.707, -1.297, 0.651], [-4.041, -1.463, 0.940], [-4.358, -2.037, 1.796], [-1.953, -1.729, 1.292], [-0.939, -0.421, -0.713], [-0.323, 0.546, -1.421], [-0.869, 1.425, -2.056], [1.204, 0.415, -1.434], [1.737, -0.110, -0.200], [1.345, 0.702, 1.237], [2.524, 0.780, 2.045], [0.198, 0.057, 1.806], [0.926, 2.342, 0.741], [1.852, 3.292, 0.388], [1.220, 4.448, 0.180], [-0.110, 4.285, 0.402], [-0.318, 3.042, 0.736], [-1.663, 2.509, 1.039], [-1.581, 1.627, 1.669], [-2.156, 2.231, 0.108], [-2.262, 3.275, 1.523], [3.321, 3.208, 0.231], [3.695, 2.393, 0.848], [3.776, 4.149, 0.530], [3.586, 3.020, -0.809], [2.991, -0.751, -0.203], [3.249, -1.648, 0.824], [4.469, -2.305, 0.896], [5.415, -2.073, -0.091], [5.166, -1.190, -1.134], [3.953, -0.522, -1.181], [3.763, 0.180, -1.979], [6.210, -0.960, -2.186], [5.883, -0.216, -2.908], [7.139, -0.620, -1.731], [6.421, -1.888, -2.717], [6.366, -2.585, -0.051], [4.737, -3.254, 2.024], [4.035, -4.086, 1.993], [5.748, -3.649, 1.971], [4.607, -2.745, 2.977], [2.493, -1.810, 1.577], [1.612, 1.399, -1.703], [1.458, -0.287, -2.236], [-0.348, -0.974, -0.104], [-2.991, 0.611, -2.122], [-5.355, 0.325, -1.622], [-7.260, 0.549, -0.280]],
  "smiles": "CCOc1ccc(NC(=O)CN(c2cc(C)cc(C)c2)S(=O)(=O)c2c(C)noc2C)cc1",
  "homo_ev": -8.0,
  "charge": 0
}